Entry 1:
The following is a quantum chemistry calculation of a molecular structure, C23H28F7IrN4S, from OMol25.

- HOMO-LUMO gap (alpha / beta): 5.6370 / 5.7858 eV
- M: 717.77 g/mol
- Relative energy (zero: lowest compared OMol25 entry of this formula, charge and spin): 0.0 kcal/mol
- ⟨S²⟩: 1.107
- HOMO (alpha / beta): -10.23 / -10.35 eV

Structure (ORCA input):
```
! wB97M-V def2-TZVPD RIJCOSX def2/J DEFGRID3
* xyz 1 2
Ir 0.2587 0.3137 0.8352
C -0.5433 -2.5590 -0.9772
C -0.1518 -2.8391 0.4645
N 0.9083 -1.9572 0.9835
C 2.1994 -2.3428 0.3858
C 3.3889 -1.5219 0.8670
C 0.9935 -2.0585 2.4516
C -0.2856 -1.6133 3.1569
N -0.6692 -0.2931 2.7384
C -1.7061 0.3204 3.3142
C -1.9275 1.6981 3.0519
F -1.0374 2.3325 2.2500
C -2.9890 2.4085 3.5714
F -3.1271 3.6957 3.2381
C -3.9099 1.8083 4.4180
C -3.7299 0.4624 4.7006
F -4.6135 -0.1563 5.4814
C -2.6758 -0.2665 4.1760
F -2.6104 -1.5741 4.4740
H -1.4391 -3.1290 -1.2100
H 0.2356 -2.8246 -1.6868
H -0.7752 -1.5022 -1.0889
H 0.1656 -3.8831 0.5637
H -1.0410 -2.6975 1.0759
H 2.1033 -2.2303 -0.6942
H 2.3873 -3.4059 0.5945
H 3.1192 -0.4734 0.9488
H 4.1985 -1.6109 0.1465
H 3.7640 -1.8541 1.8303
H 1.8105 -1.4171 2.7914
H 1.2191 -3.0952 2.7379
H -0.0976 -1.6208 4.2372
H -1.0891 -2.3406 2.9784
H -4.7437 2.3516 4.8315
F 2.2876 -3.1548 -6.2863
C 2.0469 -2.3874 -5.2167
C 3.0202 -2.2767 -4.2255
C 2.7889 -1.4612 -3.1496
C 1.5659 -0.7461 -3.0191
C 1.3521 0.1159 -1.9576
C 0.5837 -0.9328 -4.0327
C 0.8282 -1.7179 -5.1279
H 3.9488 -2.8116 -4.3433
H 3.5487 -1.3159 -2.3985
H 0.4576 0.7166 -1.9409
H 2.1505 0.3332 -1.2708
H -0.3591 -0.4176 -3.9303
H 0.1051 -1.8271 -5.9202
S -1.9675 0.9816 -0.3142
C -1.7833 2.4730 -1.0815
N -2.7986 3.1271 -1.6492
C -2.3884 4.4425 -2.1182
C -0.8523 4.3317 -2.0909
N -0.6485 3.1504 -1.2637
H -3.7636 2.8486 -1.5757
H -2.7577 5.2150 -1.4336
H -2.7876 4.6410 -3.1136
H -0.3775 5.2126 -1.6566
H -0.4436 4.1661 -3.0956
H 0.2571 2.8495 -0.9351
F 2.7131 2.1186 0.2938
C 1.7816 1.8877 1.2848
F 2.5104 1.4366 2.3591
H 1.3911 2.8765 1.5720
*
```

***

Entry 2:
The following is a quantum chemistry calculation of a molecular structure, C3H6ClN, from OMol25.

- HOMO-LUMO gap (alpha / beta): 8.1733 / 8.1739 eV
- M: 91.54 g/mol
- Relative energy (zero: lowest compared OMol25 entry of this formula, charge and spin): 85.8 kcal/mol
- HOMO (alpha / beta): -8.27 / -8.27 eV

Structure (ORCA input):
```
! wB97M-V def2-TZVPD RIJCOSX def2/J DEFGRID3
* xyz 0 1
C -1.6114 -0.9691 1.1207
C 1.1877 0.4975 -1.1256
C -0.0052 0.8923 -0.2797
N -0.9205 -1.7921 1.6546
Cl -1.4838 1.3322 -1.0787
H -0.6113 -0.1017 0.7952
H 0.9343 -0.1302 -1.8696
H 1.8556 0.0411 -0.4738
H 1.6870 1.4024 -1.4943
H 0.2236 1.4439 0.6449
H -1.2559 -2.6166 2.1064
*
```

***

Entry 3:
The following is a quantum chemistry calculation of a molecular structure, C14H30AsF6O13, from OMol25.

- HOMO-LUMO gap: 9.9520 eV
- M: 595.29 g/mol
- Relative energy (zero: lowest compared OMol25 entry of this formula, charge and spin): 18.9 kcal/mol
- HOMO: -7.72 eV

Structure (ORCA input):
```
! wB97M-V def2-TZVPD RIJCOSX def2/J DEFGRID3
* xyz -1 1
As 0.5733 -0.9617 0.3320
F 2.0317 -1.9135 0.5346
F 0.1664 -1.9389 -1.0694
F -0.8976 -0.0382 0.1073
F 0.9883 -0.0771 1.7871
F 1.4827 0.1273 -0.7006
F -0.2810 -2.0757 1.3714
O 2.1088 -3.3165 3.4958
H 2.6669 -2.6071 3.8290
H 2.1321 -3.2129 2.5359
O -0.8338 -3.7932 4.2946
H -0.0399 -3.7069 3.7470
H -1.5266 -3.3578 3.7868
C 4.8371 1.2585 -1.5570
C 4.4545 1.9929 -0.2679
C 3.8031 1.1422 0.8372
O 4.7115 1.2769 1.9488
C 5.7367 2.0986 1.6164
O 6.5637 2.5319 2.3559
O 5.6234 2.5309 0.3446
H 5.2349 2.0318 -2.2112
H 3.9457 0.7702 -1.9531
H 5.5670 0.4631 -1.4109
H 3.8032 2.8460 -0.4597
H 3.6752 0.0896 0.5873
H 2.8068 1.4587 1.1369
C -0.5643 -1.6719 -4.2625
C -1.5433 -0.7372 -3.5912
C -0.8567 0.5071 -2.9715
O -1.4157 1.5517 -3.7796
C -2.4254 1.1487 -4.5295
O -3.2188 1.7818 -5.1463
O -2.5372 -0.2233 -4.4500
H -0.9027 -2.6172 -4.7072
H 0.1621 -2.0696 -3.5517
H -0.0440 -1.2438 -5.1269
H -2.0371 -1.3070 -2.8014
H 0.2112 0.5045 -3.1672
H -1.0818 0.4255 -1.9146
C -6.3281 2.4251 -0.7226
C -5.5527 1.6607 0.3395
C -4.0205 1.5478 0.2535
O -3.5472 2.1891 1.4284
C -4.5643 2.7513 2.1162
O -4.4113 3.4119 3.0848
O -5.7365 2.3647 1.5830
H -6.0168 3.4754 -0.7292
H -7.3757 2.4656 -0.4274
H -6.1820 2.0665 -1.7396
H -6.0075 0.6692 0.3305
H -3.5407 1.9677 -0.6294
H -3.7055 0.5137 0.4081
C -1.7368 0.4381 3.4934
O -2.4158 -0.3437 4.4963
H -0.6805 0.2691 3.6677
H -2.1502 -0.0042 2.5822
H -1.9630 1.5064 3.4929
H -3.3123 -0.0409 4.6515
C 4.6767 -3.0647 -0.5638
O 3.7227 -3.9042 0.0597
H 4.7042 -2.0316 -0.2062
H 5.6745 -3.4447 -0.3348
H 4.5225 -3.1118 -1.6451
H 2.8669 -3.4445 -0.0085
*
```

***

Entry 4:
The following is a quantum chemistry calculation of 5 unconnected molecules or ions with the total composition C21H38BFN2O5S, from OMol25.

- HOMO-LUMO gap: 8.7740 eV
- M: 460.42 g/mol
- SMILES: CCSC[C@@](F)(C#N)[C@H](C#N)B(O)CC.CC(C)=O.CC(C)=O.CC(C)=O.CC(C)=O
- HOMO: -8.69 eV

Structure (ORCA input):
```
! wB97M-V def2-TZVPD RIJCOSX def2/J DEFGRID3
* xyz 0 1
C -3.1681 -0.5266 0.3525
C -1.5599 -0.7156 0.0964
S -0.4660 -0.2982 1.5584
C -1.1415 1.1229 2.5752
C -0.7650 2.6269 1.9516
F 0.4376 3.1958 2.6516
C -0.3327 2.4454 0.3743
N 0.1035 2.3152 -0.8528
C -2.0967 3.5563 2.1946
C -3.3252 3.0207 1.1943
N -4.4626 2.9050 0.5936
B -1.8542 5.1739 1.9918
O -1.7484 6.0727 3.1948
C -1.7609 5.8911 0.4785
C -0.2341 5.8061 -0.1319
H -3.5030 -0.5728 1.4723
H -3.7057 -1.4334 -0.1984
H -3.5511 0.4473 -0.2169
H -1.3681 -1.8186 -0.2616
H -1.2452 -0.0122 -0.7868
H -0.5818 1.0944 3.6293
H -2.2882 1.0149 2.8332
H -2.4216 3.3953 3.3257
H -1.7316 7.0440 2.8796
H -2.4678 5.2544 -0.2397
H -2.2149 6.9795 0.4900
H -0.2604 4.9758 -0.9863
H 0.4649 5.4777 0.7657
H 0.1598 6.8019 -0.6067
C -6.8506 -3.4408 -1.6676
C -5.7432 -3.9404 -0.7790
C -5.8325 -5.3618 -0.2914
O -4.8012 -3.2151 -0.4634
H -6.6537 -2.3990 -1.9422
H -6.8941 -4.0407 -2.5801
H -7.8040 -3.4879 -1.1353
H -5.8307 -6.0473 -1.1425
H -6.7405 -5.4945 0.3023
H -4.9655 -5.5841 0.3396
C 4.1480 -3.6499 2.9183
C 2.8965 -2.9604 2.4448
C 3.0472 -1.8942 1.3928
O 1.7929 -3.2569 2.8999
H 3.8869 -4.3949 3.6773
H 4.6315 -4.1586 2.0806
H 4.8282 -2.9198 3.3642
H 3.4817 -2.3248 0.4872
H 3.6784 -1.0860 1.7708
H 2.0617 -1.4842 1.1480
C 5.8031 -6.0552 -1.4769
C 4.7726 -6.2529 -0.3976
C 3.3262 -6.2710 -0.8141
O 5.1000 -6.3943 0.7796
H 6.8030 -6.0640 -1.0301
H 5.7385 -6.8672 -2.2055
H 5.6475 -5.0907 -1.9669
H 3.1512 -7.0926 -1.5132
H 3.0602 -5.3162 -1.2745
H 2.6962 -6.4219 0.0689
C 2.9964 4.8009 -4.5680
C 2.3176 5.4395 -3.3860
C 3.0383 5.3965 -2.0651
O 1.2162 5.9761 -3.4953
H 2.3605 4.9079 -5.4532
H 3.9509 5.2969 -4.7610
H 3.1526 3.7363 -4.3762
H 3.9947 5.9190 -2.1466
H 3.1963 4.3585 -1.7618
H 2.4300 5.8955 -1.3034
*
```

***

Entry 5:
The following is a quantum chemistry calculation of a molecular structure, C30H31As2GaN3O4, from OMol25.

- HOMO-LUMO gap: 6.5941 eV
- M: 717.16 g/mol
- HOMO: -10.49 eV

Structure (ORCA input):
```
! wB97M-V def2-TZVPD RIJCOSX def2/J DEFGRID3
* xyz 1 1
Ga 0.3190 0.5374 1.0688
O -1.4989 4.4922 1.7451
C -0.8781 5.0164 0.6727
C -1.4154 6.1920 0.1493
C -0.8439 6.7811 -0.9567
C 0.2762 6.2181 -1.5773
C 0.8093 5.0591 -1.0682
C 0.2489 4.4388 0.0596
C 0.8015 3.1764 0.5361
O 0.2730 2.5761 1.5561
N 1.8624 2.6482 -0.0935
N 2.0165 1.4320 0.4371
C 3.1154 0.8488 0.6942
C 2.9754 -0.2737 1.6274
C 4.0636 -0.9700 2.1245
C 3.8570 -1.9595 3.0662
C 2.5657 -2.2414 3.4941
C 1.5303 -1.4924 2.9821
N 1.7327 -0.5193 2.0828
H -1.0375 3.6674 1.9890
H -2.2839 6.6170 0.6365
H -1.2723 7.6951 -1.3493
H 0.7191 6.6908 -2.4437
H 1.6751 4.5999 -1.5266
H 4.0810 1.2649 0.4285
H 5.0556 -0.7310 1.7637
H 4.6968 -2.5145 3.4642
H 2.3688 -3.0055 4.2332
H 0.5102 -1.6471 3.3057
C 3.7255 -4.1841 -0.0375
As 2.6573 -2.6815 -0.6901
C 3.6596 -2.3283 -2.3276
C 1.1745 -3.7284 -1.4010
C 1.4327 -4.8147 -2.2366
C 0.4138 -5.6383 -2.6835
C -0.8901 -5.3910 -2.2796
C -1.1659 -4.3085 -1.4598
C -0.1480 -3.4588 -1.0248
As -0.6779 -1.9206 0.0753
C -1.3520 -2.8432 1.6569
C -2.3694 -1.4638 -0.7666
H 3.9528 -4.8844 -0.8400
H 3.1647 -4.7017 0.7401
H 4.6594 -3.8160 0.3866
H 3.7415 -3.2160 -2.9510
H 4.6596 -1.9917 -2.0597
H 3.1618 -1.5397 -2.8880
H 2.4509 -5.0302 -2.5400
H 0.6368 -6.4734 -3.3353
H -1.6964 -6.0365 -2.6032
H -2.1922 -4.1498 -1.1574
H -2.0858 -3.5884 1.3558
H -1.8218 -2.1207 2.3244
H -0.5347 -3.3491 2.1682
H -2.9169 -2.3554 -1.0538
H -2.1841 -0.8524 -1.6465
H -2.9802 -0.9076 -0.0586
O -1.5917 0.7214 1.5103
C -1.7928 1.2715 0.3555
O -0.8199 1.2230 -0.4609
C -3.0593 1.9411 0.0391
C -3.1762 2.6437 -1.1581
C -4.3539 3.3149 -1.4398
C -5.4052 3.2797 -0.5306
C -5.2850 2.5802 0.6644
C -4.1074 1.9137 0.9551
H -2.3401 2.6666 -1.8450
H -4.4524 3.8703 -2.3635
H -6.3244 3.8079 -0.7533
H -6.1050 2.5639 1.3703
H -3.9862 1.3788 1.8882
*
```

***

Entry 6:
The following is a quantum chemistry calculation of a molecular structure, C44H47N4RuSSb2, from OMol25.

- HOMO-LUMO gap (alpha / beta): 6.0030 / 5.5912 eV
- M: 1008.55 g/mol
- Relative energy (zero: lowest compared OMol25 entry of this formula, charge and spin): 28.4 kcal/mol
- ⟨S²⟩: 0.765
- HOMO (alpha / beta): -12.51 / -12.49 eV

Structure (ORCA input):
```
! wB97M-V def2-TZVPD RIJCOSX def2/J DEFGRID3
* xyz 2 2
Ru 1.1000 -0.6002 0.2019
C 2.1525 -4.5973 -1.2445
C 0.9304 -5.2683 -1.1169
C -0.1908 -4.5375 -0.7953
C -0.0904 -3.1611 -0.5622
N 1.1297 -2.5314 -0.6189
C 2.2027 -3.2471 -0.9852
C -1.2184 -2.2834 -0.3299
C -2.5605 -2.6101 -0.4580
C -3.5124 -1.5911 -0.3938
C -3.1211 -0.2847 -0.1380
C -1.7765 -0.0059 0.1049
N -0.8591 -1.0042 -0.0535
C -1.2137 1.2302 0.5874
C -1.9685 2.3681 0.9240
C -1.3705 3.4296 1.5574
C -0.0051 3.3520 1.8759
C 0.7002 2.2410 1.4716
N 0.1436 1.2198 0.8127
H 3.0448 -5.1233 -1.5375
H 0.8701 -6.3307 -1.2860
H -1.1491 -5.0213 -0.7166
H 3.1367 -2.7062 -1.0871
H -2.8695 -3.6260 -0.6366
H -4.5545 -1.8287 -0.5383
H -3.8576 0.5003 -0.0883
H -3.0213 2.4045 0.6894
H -1.9419 4.3048 1.8218
H 0.4812 4.1453 2.4187
H 1.7602 2.1375 1.6891
C -4.3549 0.8385 5.2863
C -4.0213 -0.3240 4.3374
C -4.8639 -1.5555 4.7088
C -4.3847 0.0974 2.9117
C -2.5559 -0.6855 4.4805
C -2.0694 -1.0350 5.7537
C -0.7520 -1.3585 5.9748
C 0.1209 -1.3402 4.8966
S 1.8199 -1.6570 4.8681
C 1.8189 -1.3173 3.1501
N 0.6516 -1.0164 2.6518
C -0.3348 -1.0092 3.6002
C -1.6773 -0.6908 3.4097
C 3.0298 -1.3101 2.3657
C 4.2315 -1.7644 2.9226
C 5.4010 -1.7136 2.1951
C 5.3780 -1.2160 0.8988
C 4.1902 -0.7764 0.3362
C 2.9810 -0.8090 1.0410
H -5.4026 1.1084 5.1800
H -3.7476 1.7122 5.0543
H -4.1824 0.5679 6.3227
H -5.9187 -1.3282 4.5849
H -4.6987 -1.8497 5.7409
H -4.6124 -2.3973 4.0665
H -5.4376 0.3636 2.8702
H -4.2190 -0.7199 2.2125
H -3.8045 0.9650 2.6045
H -2.7442 -1.0532 6.5928
H -0.3990 -1.6081 6.9630
H -2.0061 -0.4371 2.4185
H 4.2337 -2.1622 3.9257
H 6.3263 -2.0633 2.6287
H 6.2904 -1.1761 0.3228
H 4.2252 -0.4251 -0.6943
C 4.1903 2.9819 -1.1081
Sb 2.5089 1.6839 -1.5334
C 1.1628 3.3345 -1.8706
C 3.1881 1.2337 -3.6480
C 2.3907 2.0054 -4.5943
C 2.7847 3.3085 -4.9093
C 2.0243 4.1113 -5.7324
C 0.8145 3.6342 -6.2363
C 0.4139 2.3453 -5.9535
C 1.1984 1.4945 -5.1693
C 0.7834 0.1025 -5.0041
Sb -0.0992 -0.3076 -2.9897
C -1.1970 -2.0573 -3.6618
C -1.7489 1.0576 -3.3438
H 4.0742 3.4245 -0.1241
H 4.2062 3.7726 -1.8535
H 5.1249 2.4298 -1.1375
H 1.4617 3.8712 -2.7658
H 1.2366 3.9994 -1.0143
H 0.1365 2.9938 -1.9671
H 3.1091 0.1569 -3.7680
H 4.2292 1.5438 -3.6409
H 3.7159 3.6798 -4.5065
H 2.3601 5.1052 -5.9798
H 0.2056 4.2646 -6.8645
H -0.5050 1.9652 -6.3723
H 1.6001 -0.6038 -5.1161
H -0.0164 -0.1516 -5.6911
H -1.5092 -1.9022 -4.6901
H -2.0779 -2.1963 -3.0425
H -0.5764 -2.9475 -3.6061
H -2.3131 0.6733 -4.1892
H -1.3639 2.0422 -3.5912
H -2.3960 1.1224 -2.4758
*
```

***

no.,E_tot (eV)
1,-62952.2100
2,-17216.3723
3,-118772.3541
4,-49833.6808
5,-218322.6907
6,-78830.6240